{
  "formula": "CH3N5O2",
  "method": "ωB97M-V/def2-TZVPD",
  "gap_ev": 10.3,
  "smiles": "N#CNN(N)[N+](=O)[O-]",
  "homo_energy_ev": -10.1,
  "symbols": ["O", "O", "N", "N", "N", "N", "N", "C", "H", "H", "H"],
  "xyz": [[-0.1502, 2.5695, 0.2257], [1.9522, 2.2141, 0.0628], [1.6678, -0.2831, 0.1691], [3.0263, -1.7272, 1.6994], [0.8278, 1.9681, 0.2819], [-0.5956, -0.2033, 0.4885], [0.6042, 0.4329, 0.6753], [2.4387, -1.0930, 0.9127], [1.9077, -0.1329, -0.7557], [-1.2878, 0.1051, -0.2077], [-1.2638, -0.2324, 1.2076]]
}

---

{
  "formula": "CH3N5OS",
  "method": "ωB97M-V/def2-TZVPD",
  "gap_ev": 9.5,
  "smiles": "[H]/N=c1\\n(O)nnn1S",
  "homo_energy_ev": -9.0,
  "symbols": ["S", "O", "N", "N", "N", "N", "N", "C", "H", "H", "H"],
  "xyz": [[2.3200, 0.0910, -0.1460], [-2.6572, 0.2697, -0.2165], [-0.1696, 1.9285, -0.0035], [0.6854, -0.2949, 0.1662], [-1.0818, -1.4517, -0.0586], [-1.4184, -0.1376, 0.1668], [0.2135, -1.5294, -0.0111], [-0.3193, 0.6864, 0.0870], [2.7371, 0.0830, 1.1724], [-3.2431, 0.1050, 0.5539], [-1.0436, 2.4768, 0.0011]]
}

---

{
  "formula": "CH3N5S2",
  "method": "ωB97M-V/def2-TZVPD",
  "gap_ev": 8.8,
  "smiles": "S/N=c1/[nH]nnn1S",
  "homo_energy_ev": -8.4,
  "symbols": ["S", "S", "N", "N", "N", "N", "N", "C", "H", "H", "H"],
  "xyz": [[-2.4260, -0.4033, 0.1240], [0.0356, 2.0036, -0.1175], [-1.0144, -1.3418, -0.1202], [2.4163, -0.8408, 0.0424], [0.7207, 0.4565, 0.0483], [2.1127, 0.3678, 0.1037], [1.2942, -1.5790, -0.0561], [0.1666, -0.8155, -0.0384], [1.3270, -2.5747, -0.0895], [-2.4585, 0.2407, -1.0466], [-0.3291, 2.1837, 1.1347]]
}

---

{
  "formula": "CH3NO",
  "method": "ωB97M-V/def2-TZVPD",
  "gap_ev": [9.7, 7.8],
  "homo_energy_ev": [-9.5, -9.4],
  "symbols": ["O", "N", "C", "H", "H", "H"],
  "xyz": [[-2.7746, 0.0268, 0.1203], [-1.5150, 0.2278, -0.0454], [-0.4801, -0.4530, 0.0983], [-1.3036, 1.2553, -0.5339], [-0.3173, -1.3828, 0.6232], [2.5621, -0.3218, 0.1286]]
}

---

{
  "formula": "CH3NO",
  "method": "ωB97M-V/def2-TZVPD",
  "gap_ev": 11.0,
  "smiles": "C=NO",
  "homo_energy_ev": -10.0,
  "symbols": ["O", "N", "C", "H", "H", "H"],
  "xyz": [[-1.1246, 0.0804, -0.0204], [0.0510, -0.5348, -0.0106], [1.0978, 0.2086, 0.0020], [1.2216, 1.3653, -0.1501], [-1.0883, 1.0159, 0.2425], [1.9198, -0.5325, 0.1326]]
}

---

{
  "formula": "CH3NO2P",
  "method": "ωB97M-V/def2-TZVPD",
  "gap_ev": 7.3,
  "charge": -1,
  "homo_energy_ev": -2.9,
  "symbols": ["P", "O", "O", "N", "C", "H", "H", "H"],
  "xyz": [[1.0663, -0.0879, -0.4014], [0.4445, 0.7618, 0.7131], [-1.5826, 0.5723, -1.3800], [-1.6763, -0.7631, 0.6034], [-1.5337, 0.0358, -0.2996], [-0.9130, -0.6573, 1.2639], [2.1363, -0.7127, 0.3803], [2.0585, 0.8513, -0.8797]]
}

---

{
  "formula": "CH3NO2P",
  "method": "ωB97M-V/def2-TZVPD",
  "gap_ev": 7.3,
  "charge": -1,
  "homo_energy_ev": -3.1,
  "symbols": ["P", "O", "O", "N", "C", "H", "H", "H"],
  "xyz": [[-0.8386, 1.2815, -0.3223], [0.1151, -2.5032, -0.7980], [-0.0967, 0.4457, -1.3489], [0.2183, -1.2342, 1.1021], [0.1293, -1.5901, -0.0231], [0.1737, 1.2553, 0.7593], [0.6736, -0.2787, 1.2375], [-0.3747, 2.6238, -0.6065]]
}

---

{
  "formula": "CH3NO2S",
  "method": "ωB97M-V/def2-TZVPD",
  "gap_ev": [8.9, 7.9],
  "homo_energy_ev": [-9.0, -8.9],
  "symbols": ["S", "O", "O", "N", "C", "H", "H", "H"],
  "xyz": [[0.7130, 0.9012, 1.7073], [-0.0142, 2.1553, 1.5851], [0.9899, -1.3200, 0.7297], [0.3470, -0.2747, 0.3885], [-0.4217, -0.3181, -0.9372], [-1.0342, 0.5676, -1.1730], [0.4020, -0.5011, -1.6182], [-0.9817, -1.2101, -0.6822]]
}

---

{
  "formula": "CH3NO2S",
  "method": "ωB97M-V/def2-TZVPD",
  "gap_ev": 10.3,
  "smiles": "O=[N+]([O-])CS",
  "homo_energy_ev": -10.2,
  "symbols": ["S", "O", "O", "N", "C", "H", "H", "H"],
  "xyz": [[1.7527, 0.4360, -0.1771], [-1.1157, 1.1941, -0.9928], [-1.8458, 0.0919, 0.7178], [-1.0277, 0.3494, -0.1446], [0.2455, -0.4616, -0.1636], [0.2993, -1.2048, -0.9799], [-0.0230, -1.3325, 0.7321], [1.7149, 0.9275, 1.0082]]
}

---

{
  "formula": "CH3NO2S",
  "method": "ωB97M-V/def2-TZVPD",
  "gap_ev": 10.6,
  "homo_energy_ev": -10.5,
  "symbols": ["S", "O", "O", "N", "C", "H", "H", "H"],
  "xyz": [[0.1931, 0.9364, -0.2969], [0.4784, 2.1047, 0.4686], [0.1084, 1.0158, -1.7217], [-0.8975, -0.0544, 0.4696], [0.4450, -0.6353, 0.3856], [0.9031, -1.0077, 1.2828], [-1.7004, -0.5892, 0.1814], [0.4698, -1.7703, -0.7694]]
}

---

{
  "formula": "CH3NO2S",
  "method": "ωB97M-V/def2-TZVPD",
  "gap_ev": [4.8, 6.5],
  "multiplicity": 3,
  "homo_energy_ev": [-5.7, -10.5],
  "symbols": ["S", "O", "O", "N", "C", "H", "H", "H"],
  "xyz": [[-0.2143, 2.6854, 0.8078], [0.9745, 3.4103, 1.1445], [-1.1507, 2.3663, 1.8358], [0.0259, 0.2780, 0.4497], [-0.4819, 0.2656, -0.6798], [-0.8493, 1.1196, -1.1822], [-0.6188, -0.6375, -1.2625], [0.2140, -0.6079, 0.9640]]
}

---

{
  "formula": "CH3NO2S2",
  "method": "ωB97M-V/def2-TZVPD",
  "gap_ev": 8.8,
  "smiles": "O=C(NS)OS",
  "homo_energy_ev": -8.7,
  "symbols": ["S", "S", "O", "O", "N", "C", "H", "H", "H"],
  "xyz": [[2.7165, -0.1306, 0.2220], [-2.5389, -0.1377, 0.5213], [1.1558, -0.7884, 0.0961], [0.2452, 1.2723, -0.0981], [-1.1112, -0.7232, -0.1843], [0.1723, 0.0983, 0.0315], [-2.3559, 1.1042, 0.0486], [-0.8164, -1.6905, -0.1515], [2.5326, 0.9956, -0.4855]]
}

---

{
  "formula": "CH3NO2S2",
  "method": "ωB97M-V/def2-TZVPD",
  "gap_ev": 8.4,
  "smiles": "NS(=O)(=O)C=S",
  "homo_energy_ev": -9.7,
  "symbols": ["S", "S", "O", "O", "N", "C", "H", "H", "H"],
  "xyz": [[-0.2268, -0.7333, 0.0096], [1.9539, 1.4017, 0.0160], [-0.9012, -1.5193, 1.0082], [0.3937, -1.5727, -1.0276], [-1.0833, 0.4650, -0.6326], [1.1057, 0.3452, 0.7935], [-0.4900, 1.1878, -1.1380], [1.2560, 0.1694, 2.0543], [-2.0081, 0.2562, -1.0834]]
}

---

{
  "formula": "CH3NO3",
  "method": "ωB97M-V/def2-TZVPD",
  "gap_ev": 11.0,
  "smiles": "NOC(=O)O",
  "homo_energy_ev": -10.4,
  "symbols": ["O", "O", "O", "N", "C", "H", "H", "H"],
  "xyz": [[0.5549, -1.0425, -1.1658], [-0.2667, 0.1974, 0.6404], [-1.6083, -0.4028, -0.7985], [0.7775, 0.9700, 1.2337], [-0.2958, -0.5177, -0.5346], [1.3293, 0.3035, 1.7957], [-1.9238, -0.7273, -1.6494], [1.4329, 1.2193, 0.4786]]
}

---

{
  "formula": "CH3NO3",
  "method": "ωB97M-V/def2-TZVPD",
  "gap_ev": [6.5, 8.1],
  "multiplicity": 3,
  "homo_energy_ev": [-6.2, -10.6],
  "symbols": ["O", "O", "O", "N", "C", "H", "H", "H"],
  "xyz": [[-0.5808, 0.6764, -0.4026], [0.1931, 1.3898, -1.3418], [1.4032, -0.7455, 1.1858], [-0.8084, -1.3060, 0.7712], [0.1512, -0.5688, 0.6157], [-1.6731, -0.9002, 0.4626], [-0.5688, 1.8339, -1.7614], [1.8836, -0.3796, 0.4704]]
}

---

{
  "formula": "CH3NO3P",
  "method": "ωB97M-V/def2-TZVPD",
  "gap_ev": 8.5,
  "charge": -1,
  "homo_energy_ev": -4.7,
  "symbols": ["P", "O", "O", "O", "N", "C", "H", "H", "H"],
  "xyz": [[-2.0644, 0.2948, 1.1454], [1.8889, -1.0917, -2.0808], [-1.0144, 1.3292, 1.2640], [-2.6138, 0.2235, 2.5790], [0.3794, -0.4158, -0.4431], [1.4303, -0.2874, -1.2777], [-0.3735, -1.1634, -0.2389], [1.8485, 0.8009, -1.1643], [0.5191, 0.3098, 0.2164]]
}

---

{
  "formula": "CH3NO3PS",
  "method": "ωB97M-V/def2-TZVPD",
  "gap_ev": [8.2, 8.2],
  "charge": 1,
  "homo_energy_ev": [-15.9, -16.0],
  "symbols": ["S", "P", "O", "O", "O", "N", "C", "H", "H", "H"],
  "xyz": [[-0.5163, 0.1610, -2.0289], [-0.1538, 0.6643, -0.0634], [-1.0680, -0.1355, 0.8603], [1.5593, -0.3612, 1.2985], [-0.2880, 2.1847, -0.0372], [-0.6192, -2.6042, -1.4198], [-0.5865, -1.4957, -1.7117], [0.0198, 2.7558, 0.7676], [-0.4767, -0.3662, 1.6010], [2.1292, -0.8030, 0.7336]]
}

---

{
  "formula": "CH3NO3S",
  "method": "ωB97M-V/def2-TZVPD",
  "gap_ev": [7.9, 8.1],
  "homo_energy_ev": [-9.5, -9.6],
  "symbols": ["S", "O", "O", "O", "N", "C", "H", "H", "H"],
  "xyz": [[-0.8591, -0.8314, 0.9053], [-1.6086, -1.8402, 1.6056], [0.2432, -0.2038, 1.5902], [0.0773, 1.1133, -1.1012], [1.1761, 1.3944, -0.5110], [-0.6598, -1.0494, -0.7298], [1.1554, 1.3988, 0.5109], [2.0351, 1.0598, -0.9441], [-1.5597, -1.0415, -1.3258]]
}

---

{
  "formula": "CH3NO3S",
  "method": "ωB97M-V/def2-TZVPD",
  "gap_ev": 8.6,
  "homo_energy_ev": -9.2,
  "symbols": ["S", "O", "O", "O", "N", "C", "H", "H", "H"],
  "xyz": [[2.1901, 1.0185, -0.5471], [1.2728, -1.0481, -1.6398], [0.1691, -1.0037, 0.5643], [3.3390, -0.5773, -2.0817], [2.3165, -0.3769, -1.4806], [-0.1516, 0.1841, 0.3515], [-0.5422, 0.9137, 1.1724], [0.6177, -1.4128, -0.4574], [-0.3105, 0.7412, -0.6345]]
}

---

{
  "formula": "CH3NO3S2",
  "method": "ωB97M-V/def2-TZVPD",
  "gap_ev": 8.2,
  "homo_energy_ev": -9.5,
  "symbols": ["S", "S", "O", "O", "O", "N", "C", "H", "H", "H"],
  "xyz": [[0.1476, 0.7217, 0.0986], [1.0717, -1.9132, 0.3973], [0.7940, -2.5896, 1.6126], [-0.1667, -1.5441, -0.3488], [1.5924, 0.6319, 0.0802], [-0.5144, 1.1417, -1.4098], [-0.3823, 0.7718, 1.5916], [-1.3651, 1.2255, 1.7034], [0.0325, 1.0586, -2.2360], [-1.2097, 0.4957, -1.4892]]
}

---

Summary of ΔE to the lowest compared entry with this formula, charge and spin in kcal/mol
61.3; 4.9; 2.9; 195.5; 66.5; 26.5; 29.3; 77.0; 76.2; 95.9; 59.4; 16.7; 40.1; 11.8; 54.5; 23.1; 86.9; 162.4; 121.6; 79.1
(order as listed above)